Formula: FH2NO2Si
Source: the OMol25 dataset
Level of theory: ωB97M-V with the def2-TZVPD basis set

Cartesian coordinates (Å):
N 0.68 0.37 0.68
O 0.86 -0.02 1.77
O 1.34 1.23 0.08
F -1.59 -1.03 0.33
Si -0.59 -0.22 -0.58
H 0.72 -1.28 -1.40
H -1.42 0.95 -0.88

Computed properties:
ΔE to the lowest compared entry with this formula, charge and spin	27.2	kcal/mol
gap between HOMO and LUMO	10.25	eV

Atom charges from the natural (NBO) analysis, given in e for atoms 1 to 6: N 0.24; O -0.34; O -0.44; F -0.65; Si 1.45; H -0.11

***

Formula: FH2NS
Source: the OMol25 dataset
Level of theory: ωB97M-V with the def2-TZVPD basis set

Cartesian coordinates (Å):
F -1.80 -0.87 0.15
N -1.17 0.23 -0.45
S 0.16 -0.29 -1.28
H -0.87 0.81 0.30
H 0.46 -1.16 -0.35

Computed properties:
ΔE to the lowest compared entry with this formula, charge and spin	1.0	kcal/mol
SMILES	FNS
gap between HOMO and LUMO	10.37	eV

And the natural (NBO) charges, in e, turn out to be: F -0.26; N -0.38; S 0.21; H 0.35; H 0.08

***

Formula: FH3OP2
Source: the OMol25 dataset
Level of theory: ωB97M-V with the def2-TZVPD basis set

Cartesian coordinates (Å):
O 1.10 0.26 -1.46
F -1.45 1.13 -1.02
P 0.24 -0.12 1.52
P -0.86 -0.27 -0.44
H 0.90 1.13 -1.99
H 0.79 -1.34 1.15
H -0.72 -0.80 2.24

Computed properties:
ΔE to the lowest compared entry with this formula, charge and spin	55.6	kcal/mol
gap between HOMO and LUMO	8.62	eV

Atom charges from the natural (NBO) analysis, given in e for atoms 1 to 6: O -0.99; F -0.58; P 0.00; P 1.11; H 0.46; H 0.01

***

Formula: FH5S2Si2
Source: the OMol25 dataset
Level of theory: ωB97M-V with the def2-TZVPD basis set

Cartesian coordinates (Å):
F -0.56 -0.46 -0.66
Si -0.18 0.03 -2.11
Si 0.84 0.02 2.16
S 1.64 -1.18 3.84
S 0.64 1.87 3.12
H -1.36 -0.52 -2.79
H 0.32 1.47 -2.30
H 0.91 -0.89 -2.42
H 2.38 -0.31 4.48
H 0.14 2.57 1.90

Computed properties:
ΔE to the lowest compared entry with this formula, charge and spin	46.9	kcal/mol
gap between HOMO and LUMO	8.39	eV

Atom charges from the natural (NBO) analysis, given in e for atoms 1 to 6: F -0.65; Si 1.28; Si 0.70; S -0.51; S -0.51; H -0.21

***

Formula: FHIN
Source: the OMol25 dataset
Level of theory: ωB97M-V with the def2-TZVPD basis set

Cartesian coordinates (Å):
F -0.45 1.26 -0.26
N -0.25 0.05 0.39
I 1.67 -0.61 -0.11
H -0.97 -0.71 -0.02

Computed properties:
ΔE to the lowest compared entry with this formula, charge and spin	0.0	kcal/mol
SMILES	FNI
gap between HOMO and LUMO	8.93	eV

And the natural (NBO) charges, in e, turn out to be: F -0.25; N -0.36; I 0.25; H 0.36

***

Formula: FHIN
Source: the OMol25 dataset
Level of theory: ωB97M-V with the def2-TZVPD basis set

Cartesian coordinates (Å):
N 0.22 0.11 -0.44
F 0.33 1.30 0.25
I -1.63 -0.65 0.13
H 1.07 -0.76 0.06

Computed properties:
ΔE to the lowest compared entry with this formula, charge and spin	18.4	kcal/mol
gap between HOMO and LUMO	8.90	eV

And the natural (NBO) charges, in e, turn out to be: N -0.35; F -0.26; I 0.26; H 0.35

***

Among the records above, which one has the highest ΔE to the lowest compared entry with this formula, charge and spin? FH3OP2

***

Which formula does entry 2 have? FH2NS